[1]
The following is a quantum chemistry calculation of a molecular structure, C37H29N4NdO7S2 in a non-equilibrium geometry, from the OMol25 dataset.

As for the multiplicity: 4. As for the net charge: 0. The highest occupied orbital energy (alpha / beta) is -7.451 / -7.450 eV. Its max |F| is 1.2 eV Å⁻¹. The expectation value of S² is 3.752. For the frontier orbital gap (alpha / beta), the calculation gives 6.68 / 6.68 eV.

XYZ file:
```
80
Properties=species:S:1:pos:R:3:mulliken_charge:R:1
Nd -0.987 -0.473 -0.382 0.178
O -3.297 -1.201 3.594 -0.539
C -2.889 -1.498 2.358 0.699
O -3.260 -0.916 1.371 -0.423
C -1.923 -2.655 2.322 -0.795
O -1.454 -2.863 1.019 -0.058
C -2.267 -3.711 0.191 -0.445
C -2.849 -3.038 -1.056 0.386
O -3.654 -3.677 -1.697 -0.714
O -2.402 -1.849 -1.322 -0.274
H -3.903 -0.446 3.527 0.410
H -2.423 -3.539 2.727 0.697
H -1.072 -2.419 2.961 0.122
H -3.098 -4.122 0.764 0.462
H -1.638 -4.534 -0.149 0.271
N 7.460 -5.078 4.339 -0.524
C 6.550 -4.600 3.824 -0.101
C 5.410 -3.994 3.179 0.574
C 5.509 -3.550 1.863 -0.955
C 4.413 -2.969 1.249 -0.197
C 3.205 -2.818 1.932 0.201
C 3.124 -3.265 3.251 -0.035
C 4.212 -3.852 3.873 -1.010
C 2.030 -2.175 1.277 1.629
C 1.537 -1.008 1.910 -0.729
C 2.270 -0.251 2.883 -0.792
C 1.486 0.821 3.236 -1.609
C 0.295 0.690 2.491 -0.433
N 0.312 -0.391 1.690 1.089
C 1.584 -2.754 0.072 -0.345
C 2.046 -3.991 -0.498 -0.630
C 1.422 -4.130 -1.711 -1.458
C 0.593 -2.984 -1.854 -0.458
N 0.676 -2.177 -0.795 0.710
H 6.445 -3.657 1.331 0.446
H 4.487 -2.617 0.228 0.531
H 2.192 -3.150 3.790 0.469
H 4.141 -4.202 4.894 0.450
H 3.264 -0.477 3.235 0.596
H 1.721 1.613 3.929 0.476
H -0.578 1.323 2.537 0.462
H 2.737 -4.679 -0.038 0.626
H 1.525 -4.934 -2.423 0.473
H -0.052 -2.745 -2.689 0.595
O 1.020 0.760 -0.961 -0.104
N 1.377 1.479 -2.003 0.138
C 2.674 1.855 -2.089 -0.352
C 3.116 2.634 -3.119 -0.803
C 2.195 3.036 -4.093 -0.284
C 0.888 2.633 -3.996 -0.889
C 0.444 1.818 -2.938 0.370
S -1.159 1.267 -2.754 -0.201
H 3.292 1.491 -1.282 0.507
H 4.157 2.916 -3.164 0.433
H 2.511 3.659 -4.920 0.392
H 0.152 2.923 -4.732 0.474
O -2.143 1.348 0.763 0.054
S -2.991 2.582 0.540 -0.156
C -3.767 2.322 -1.060 1.185
C -4.054 1.003 -1.388 -0.701
C -4.587 0.717 -2.635 -0.558
C -4.874 1.749 -3.518 -0.601
C -4.625 3.066 -3.158 -0.613
C -4.059 3.362 -1.927 -0.708
C -1.881 3.926 0.168 0.229
C -0.562 3.666 -0.169 -0.017
C 0.281 4.739 -0.426 -0.758
C -0.191 6.042 -0.335 -0.660
C -1.509 6.285 0.030 -0.540
C -2.360 5.223 0.296 -0.492
H -3.870 0.200 -0.685 0.637
H -4.765 -0.316 -2.905 0.484
H -5.284 1.525 -4.494 0.396
H -4.842 3.869 -3.850 0.401
H -3.815 4.385 -1.676 0.342
H -0.193 2.650 -0.242 0.573
H 1.311 4.548 -0.699 0.461
H 0.474 6.873 -0.535 0.399
H -1.873 7.300 0.119 0.406
H -3.384 5.406 0.604 0.525
```

***

[2]
The following is a quantum chemistry calculation of a molecular structure, C37H29N7ORuS3, from the OMol25 dataset.

As for the multiplicity: 6. As for the net charge: +1. The highest occupied orbital energy (alpha / beta) is -9.843 / -10.937 eV. Its max |F| is 0.5 eV Å⁻¹. The expectation value of S² is 8.762. For the frontier orbital gap (alpha / beta), the calculation gives 6.65 / 6.88 eV.

XYZ file:
```
78
Properties=species:S:1:pos:R:3:mulliken_charge:R:1
Ru -0.471 1.202 -0.080 -0.417
S -3.307 1.911 3.523 -0.356
C -1.873 1.434 4.375 0.937
C -1.724 1.060 5.709 -0.553
C -0.449 0.786 6.162 -0.622
C 0.661 0.905 5.312 -0.511
C 0.510 1.273 3.991 -0.409
C -0.778 1.512 3.515 -0.648
N -1.094 1.895 2.216 -0.275
C -2.362 2.171 2.099 1.010
C -2.894 2.705 0.835 1.001
C -4.150 3.301 0.770 -0.835
C -4.554 3.913 -0.406 -0.744
C -3.695 3.940 -1.497 -0.791
C -2.453 3.323 -1.427 0.237
C -2.028 2.672 -0.270 -0.118
H -2.576 1.003 6.373 0.439
H -0.301 0.501 7.195 0.421
H 1.653 0.721 5.703 0.460
H 1.355 1.389 3.327 0.581
H -4.801 3.319 1.637 0.387
H -5.524 4.388 -0.464 0.408
H -3.996 4.448 -2.405 0.430
H -1.803 3.361 -2.296 0.377
S -5.364 -4.693 -1.608 0.183
N -4.456 -4.406 -0.309 -0.661
C -3.725 -3.338 -0.587 0.969
C -2.763 -2.712 0.310 0.270
C -2.485 -3.190 1.594 -0.824
C -1.565 -2.522 2.365 -1.575
C -0.963 -1.375 1.850 0.117
N -1.234 -0.909 0.638 1.253
C -2.102 -1.577 -0.136 -0.545
C -2.313 -1.059 -1.503 -0.647
N -1.557 -0.018 -1.872 0.508
C -1.706 0.481 -3.090 -0.605
C -2.619 -0.036 -4.007 -1.543
C -3.391 -1.113 -3.639 -0.597
C -3.234 -1.649 -2.359 0.315
C -3.965 -2.813 -1.877 0.944
N -4.875 -3.490 -2.560 -0.666
H -2.993 -4.076 1.951 0.563
H -1.308 -2.860 3.359 0.561
H -0.248 -0.808 2.428 0.424
H -1.059 1.312 -3.342 1.144
H -2.704 0.409 -4.988 0.521
H -4.110 -1.557 -4.315 0.547
C 5.358 0.030 -2.802 -1.157
C 3.978 -0.547 -3.070 -0.622
N 2.931 0.482 -2.936 0.173
C 2.556 1.148 -4.183 -1.014
C 1.537 0.343 -4.974 -0.898
C 2.411 0.760 -1.741 0.586
S 1.194 2.026 -1.651 -0.444
N 2.912 0.064 -0.725 -0.002
C 2.431 -0.018 0.509 -0.100
O 1.332 0.418 0.955 -0.333
C 3.298 -0.788 1.458 0.418
C 2.816 -1.145 2.714 0.322
C 3.610 -1.863 3.595 -1.181
C 4.898 -2.227 3.227 -0.427
C 5.385 -1.878 1.974 -0.721
C 4.586 -1.168 1.091 -0.287
H 6.124 -0.723 -2.985 0.363
H 5.435 0.362 -1.767 0.257
H 5.563 0.882 -3.452 0.380
H 3.757 -1.361 -2.386 0.479
H 3.908 -0.933 -4.087 0.393
H 3.474 1.283 -4.757 0.363
H 2.172 2.138 -3.957 0.540
H 1.920 -0.643 -5.242 0.385
H 1.281 0.864 -5.896 0.394
H 0.628 0.203 -4.387 0.132
H 1.815 -0.859 2.998 0.381
H 3.225 -2.139 4.568 0.434
H 5.521 -2.784 3.914 0.400
H 6.388 -2.162 1.684 0.433
H 4.954 -0.898 0.111 0.292
```

***

[3]
The following is a quantum chemistry calculation of a molecular structure, C37H30CrN12O in a non-equilibrium geometry, from the OMol25 dataset.

As for the multiplicity: 2. As for the net charge: +3. The highest occupied orbital energy (alpha / beta) is -15.853 / -15.850 eV. Its max |F| is 3.9 eV Å⁻¹. The expectation value of S² is 0.760. For the frontier orbital gap (alpha / beta), the calculation gives 5.49 / 5.78 eV.

XYZ file:
```
81
Properties=species:S:1:pos:R:3:mulliken_charge:R:1
Cr 0.174 -0.470 0.437 -0.254
C -3.804 -1.260 1.910 -0.653
C -2.608 -1.398 1.213 -0.402
N -1.743 -0.387 1.122 0.793
C -2.103 0.790 1.687 -0.039
C -3.344 0.913 2.323 -0.417
N -4.161 -0.108 2.446 -0.481
C -1.132 1.869 1.529 0.036
C -1.154 3.073 2.227 -0.638
C -0.165 4.037 1.985 1.172
C 0.689 3.782 0.902 -0.988
C 0.666 2.551 0.258 0.301
N -0.168 1.572 0.641 1.210
C 1.521 2.202 -0.881 -0.550
C 2.348 3.091 -1.585 -0.410
N 3.032 2.695 -2.635 -0.521
C 2.908 1.452 -3.054 -0.685
C 2.100 0.551 -2.358 -0.547
N 1.435 0.932 -1.285 0.686
C 0.007 5.233 2.835 0.897
C -0.864 5.518 3.894 -0.495
C -0.610 6.615 4.711 -0.493
N 0.424 7.387 4.500 -0.507
C 1.258 7.178 3.516 -0.486
C 1.092 6.102 2.653 -0.617
H -4.483 -2.085 2.053 0.453
H -2.345 -2.335 0.740 0.447
H -3.687 1.853 2.728 0.474
H -1.909 3.224 2.980 0.461
H 1.399 4.521 0.575 0.504
H 2.461 4.129 -1.307 0.516
H 3.457 1.169 -3.940 0.460
H 1.992 -0.480 -2.664 0.552
H -1.735 4.921 4.106 0.315
H -1.246 6.863 5.552 0.404
H 2.083 7.870 3.415 0.403
H 1.819 5.968 1.873 0.280
C 1.530 -5.512 2.735 -0.506
C 0.675 -5.782 1.673 -0.932
C 0.272 -4.770 0.829 -0.454
C 0.718 -3.448 1.029 0.224
C 1.611 -3.196 2.082 0.257
C 2.003 -4.219 2.923 -1.476
N 0.269 -2.435 0.180 2.015
N -0.222 -2.888 -0.913 -1.032
C -0.753 -1.987 -1.761 -0.143
C -1.356 -2.428 -2.948 -0.509
C -1.957 -1.499 -3.771 -0.630
C -1.923 -0.157 -3.389 -0.937
C -1.281 0.202 -2.216 -0.303
N -0.695 -0.682 -1.404 0.941
H 1.837 -6.305 3.400 0.478
H 0.318 -6.787 1.511 0.439
H -0.401 -4.969 0.009 0.520
H 2.043 -2.220 2.224 0.580
H 2.692 -4.013 3.728 0.495
H -1.352 -3.483 -3.164 0.601
H -2.455 -1.805 -4.679 0.473
H -2.392 0.600 -3.998 0.528
H -1.243 1.240 -1.906 0.411
C 0.049 -0.651 4.909 -1.440
C 0.325 -0.508 3.527 0.805
N 0.546 -0.408 2.399 0.151
H 0.856 -0.227 5.511 0.375
H -0.049 -1.711 5.158 0.375
H -0.884 -0.141 5.155 0.369
N 7.719 -0.312 0.357 -0.331
C 6.819 -1.203 0.780 -0.056
O 7.056 -2.214 1.396 -0.541
C 5.351 -0.910 0.510 0.199
C 4.590 -1.782 -0.265 -1.132
C 3.213 -1.634 -0.291 -0.390
N 2.559 -0.692 0.392 1.276
C 3.294 0.158 1.111 -0.574
C 4.675 0.096 1.198 -0.699
H 8.698 -0.503 0.526 0.269
H 7.494 0.496 -0.197 0.215
H 5.062 -2.576 -0.822 0.589
H 2.619 -2.329 -0.868 0.445
H 2.753 0.924 1.655 0.319
H 5.212 0.791 1.823 0.550
```

***

[4]
The following is a quantum chemistry calculation of a molecular structure, C37H30F4N6O6RuSb2Se in a non-equilibrium geometry, from the OMol25 dataset.

As for the multiplicity: 6. As for the net charge: +1. The highest occupied orbital energy (alpha / beta) is -10.048 / -10.862 eV. Its max |F| is 2.6 eV Å⁻¹. The expectation value of S² is 8.883. For the frontier orbital gap (alpha / beta), the calculation gives 5.71 / 6.10 eV.

XYZ file:
```
87
Properties=species:S:1:pos:R:3:mulliken_charge:R:1
Ru -0.244 -0.255 -1.461 1.197
O 0.064 -0.130 6.353 -0.486
C -0.666 0.850 5.800 0.437
O -1.467 1.477 6.407 -0.515
C -0.490 1.048 4.272 0.851
C -1.627 1.674 3.629 -1.494
C -1.830 1.515 2.302 0.276
C -0.861 0.922 1.476 -0.639
C 0.496 0.574 2.063 2.476
C 0.507 0.471 3.547 -1.311
N -1.086 0.921 0.133 0.514
C -1.640 2.008 -0.403 -0.999
C -1.956 2.046 -1.816 0.600
C -2.584 3.137 -2.432 -0.692
C -2.923 3.050 -3.767 -0.473
C -2.729 1.846 -4.438 -0.777
C -2.042 0.840 -3.788 -0.512
N -1.657 0.953 -2.510 -0.004
H 0.718 -0.466 5.736 0.306
H -2.397 2.155 4.274 0.425
H -2.780 1.813 1.828 0.679
H 0.905 -0.318 1.589 -1.575
H 1.331 -0.092 3.956 0.807
H -1.936 2.847 0.251 0.638
H -2.736 4.061 -1.828 0.417
H -3.393 3.896 -4.225 0.518
H -3.022 1.692 -5.453 0.481
H -1.785 -0.102 -4.236 0.546
C 3.789 -1.723 -1.577 -1.296
Sb 1.888 -1.771 -0.672 0.602
C 1.481 1.761 1.632 -1.696
C 2.116 -3.700 0.465 -1.505
C 1.395 -3.827 1.793 1.080
C 1.695 -2.969 2.875 -0.756
C 1.218 -3.126 4.189 -0.768
C 0.394 -4.192 4.489 -0.833
C 0.106 -5.083 3.439 -0.459
C 0.513 -4.879 2.110 0.432
C -0.196 -5.681 1.092 -1.749
Sb -1.951 -4.482 0.796 1.578
C -2.058 -3.076 2.308 -0.908
C -3.848 -5.207 0.271 -1.062
H 3.656 -1.647 -2.661 0.386
H 4.247 -2.688 -1.473 0.473
H 4.454 -0.916 -1.194 0.388
H 2.430 1.571 2.104 0.578
H 1.026 2.634 1.975 0.550
H 1.679 1.720 0.553 0.054
H 3.173 -3.891 0.637 0.545
H 1.706 -4.492 -0.225 0.335
H 2.457 -2.252 2.728 0.644
H 1.519 -2.480 4.971 0.847
H -0.006 -4.388 5.484 0.455
H -0.495 -5.944 3.660 0.454
H -0.610 -6.658 1.399 0.612
H 0.357 -5.827 0.153 0.505
H -2.602 -3.401 3.177 0.537
H -2.499 -2.193 1.843 0.390
H -1.059 -2.743 2.608 -0.150
H -4.556 -5.231 1.115 0.430
H -3.768 -6.239 -0.152 0.329
H -4.161 -4.492 -0.497 0.324
F 2.098 2.062 -1.633 -0.308
C 1.836 3.246 -2.257 0.358
C 2.036 4.430 -1.551 0.237
F 2.347 4.295 -0.250 -0.287
C 1.849 5.687 -2.152 0.296
C 1.726 5.629 -3.592 -0.015
C 1.480 4.447 -4.272 0.305
F 1.299 4.549 -5.583 -0.335
C 1.468 3.210 -3.631 0.757
C 1.193 1.987 -4.318 0.083
C 1.175 0.814 -3.658 0.721
N 1.059 -0.226 -3.096 -0.761
C 0.646 1.874 -5.645 -0.282
N 0.052 1.697 -6.629 -0.595
F 1.792 6.728 -4.297 -0.305
C 1.847 6.896 -1.388 0.343
C 1.463 6.782 0.000 0.105
N 1.134 6.767 1.111 -0.489
C 1.964 8.197 -1.879 0.070
N 2.196 9.274 -2.180 -0.419
O -2.314 -3.240 -3.058 -0.614
Se -1.195 -3.914 -2.140 1.105
O 0.369 -3.568 -2.406 -0.543
O -1.597 -5.434 -1.625 -0.694
O -1.585 -3.111 -0.545 -0.771
```